# 1
ORCA calculation (ωB97M-V/def2-TZVPD) on 10 unconnected molecules or ions with the total composition C20H60N2O10.

The geometry in ORCA input format:
```
! RIJCOSX wB97M-V def2-TZVPD def2/J DEFGRID3
* xyz 0 1
H -2.714 -1.829 3.710
H -3.909 -1.606 -2.176
H 2.913 2.797 2.249
H -0.199 -2.960 1.607
H 3.038 0.452 -6.609
C -2.637 1.165 1.813
H -1.547 -2.540 0.689
H 0.885 2.112 -0.184
H -5.505 -1.472 6.432
O -3.175 -0.525 -0.571
H -1.773 0.873 1.151
H -2.645 -0.124 -1.316
C -1.120 -0.330 -3.454
H 2.075 0.201 -0.672
C 0.018 3.214 -1.814
H 2.286 -0.682 3.064
H 1.295 -1.008 1.442
H -2.948 2.145 1.509
H 2.163 2.370 4.786
H 0.534 -2.195 -4.983
H -5.757 -1.555 4.240
H -1.992 1.362 -3.158
N 4.736 0.416 -2.015
H -4.097 -1.519 2.463
O -2.363 1.179 3.249
H 2.500 1.366 1.347
O 2.067 -1.601 2.813
C -4.699 -1.327 4.500
H -0.621 -0.650 -0.386
N 2.885 0.616 -1.146
H 5.414 -0.076 -2.615
H 1.738 2.477 -2.974
C 0.671 -2.204 -0.983
H 1.999 3.694 -1.681
C 2.278 -0.807 -4.782
O -0.452 4.264 -1.327
H -3.915 -2.971 3.428
H 0.496 -0.917 -6.117
H 4.660 1.483 -2.205
C 1.239 2.685 4.231
H 1.149 4.148 -3.167
H -1.854 -1.146 -3.783
C 0.000 2.051 -0.841
H 0.334 2.513 4.783
H 3.783 0.558 -5.016
O 3.770 -1.691 -1.396
H 1.612 3.725 4.092
H 1.229 -2.979 -0.491
H 0.540 2.580 2.357
O -1.955 0.561 -2.686
H -0.723 0.264 -4.312
H -5.458 0.267 3.950
O -4.698 -0.090 4.463
C 1.190 -1.562 -5.623
O 1.897 0.148 -4.075
C 2.533 1.792 2.358
C 1.349 3.367 -2.483
H 2.717 -1.520 -4.021
H -0.257 -0.774 -2.885
H -0.046 1.131 -1.392
C -3.717 -1.679 -1.133
H -4.612 -1.786 -0.623
H 2.797 1.551 -1.467
O 1.058 -0.637 0.609
H -3.668 -1.106 6.504
C -0.659 -2.127 1.147
H -0.939 -1.630 2.092
H 1.305 -1.652 -1.638
H -0.933 4.173 -0.453
O 0.584 0.801 3.063
H -0.955 2.128 -0.245
H 2.511 -2.790 1.263
H 2.347 0.152 -3.256
C 3.288 -0.114 -5.688
H -0.765 2.868 -2.503
H 1.743 -2.231 -6.285
H 3.697 -2.707 2.501
H 3.210 1.204 2.859
C -3.790 -1.905 3.434
H -3.097 -2.461 -0.953
H -3.476 0.462 1.651
H 4.004 -0.861 -6.083
H -0.375 0.875 2.858
H -0.118 -2.723 -1.525
C 0.133 -1.281 0.071
C 1.149 1.951 2.972
H -2.948 0.585 3.617
H -4.401 -2.771 6.153
H 3.430 -1.463 1.254
C 3.010 -2.119 1.907
C 3.786 -0.291 -1.487
C -4.535 -1.729 5.995
*
```

Output
Structure (SMILES) = NC(N)=O.CC(C)O.CC(C)O.CC(C)O.CC(C)O.CC(C)O.CO.CO.CO.CO
HOMO-LUMO gap = 9.6 eV
Energy relative to the best compared isomer or geometry (same formula, charge and spin) = 51.5 kcal/mol

Charges computed using Mulliken, reported in e:
1. H 0.26
2. H 0.37
3. H 0.49
4. H 0.50
5. H 0.31
6. C 0.30
7. H 0.31
8. H -0.26
9. H 0.36
10. O -0.24
11. H -0.53
12. H 0.28
13. C -0.16
14. H -0.69
15. C 0.93
16. H 0.29
17. H -0.49
18. H 0.35
19. H 0.34
20. H 0.25
21. H 0.38
22. H 0.35
23. N -0.28
24. H 0.08
25. O -0.70
26. H 0.47
27. O -0.59
28. C 0.45
29. H -0.99
30. N 0.21
31. H 0.32
32. H 0.08
33. C -1.93
34. H 0.33
35. C 1.04
36. O -0.62
37. H 0.59
38. H 0.34
39. H 0.24
40. C -1.75
41. H 0.49
42. H 0.18
43. C 0.85
44. H 0.40
45. H 0.38
46. O -0.68
47. H 0.37
48. H 0.50
49. H 0.07
50. O -0.70
51. H 0.46
52. H 0.38
53. O -0.52
54. C -1.56
55. O -0.35
56. C -1.99
57. C -1.28
58. H 0.34
59. H -0.25
60. H -0.62
61. C -1.13
62. H 0.36
63. H 0.12
64. O 1.16
65. H 0.26
66. C -1.56
67. H 0.10
68. H 0.23
69. H 0.38
70. O -0.44
71. H -0.05
72. H 0.33
73. H -0.07
74. C -1.50
75. H -0.03
76. H 0.45
77. H 0.35
78. H 0.63
79. C -1.11
80. H 0.37
81. H 0.15
82. H 0.39
83. H -0.11
84. H 0.31
85. C 2.26
86. C 1.67
87. H 0.27
88. H 0.37
89. H 0.29
90. C -0.89
91. C 0.40
92. C -1.39

---

# 2
ORCA calculation (ωB97M-V/def2-TZVPD) on 10 unconnected molecules or ions with the total composition C20H60N2O10.

The geometry in ORCA input format:
```
! RIJCOSX wB97M-V def2-TZVPD def2/J DEFGRID3
* xyz 0 1
H -2.017 -2.848 -3.248
O -0.676 0.070 4.079
N 3.220 -0.878 -4.147
O 0.912 -4.216 -3.312
H -1.541 2.561 -3.326
C -0.952 -5.195 -3.951
H -1.986 -5.341 -3.735
H -0.584 -1.817 -0.509
C -1.846 3.978 -0.247
H 3.393 -1.130 1.235
H -4.247 -1.666 -1.102
C -2.344 3.411 -1.580
H -0.462 1.974 2.441
H 1.293 2.152 4.776
H -0.865 -4.900 -5.010
O -2.423 -1.848 -0.869
C -3.543 -0.164 0.268
C -3.047 0.170 4.004
H 3.059 -1.776 -4.585
H 1.248 -5.039 -2.952
H 1.257 3.434 3.484
C 2.513 1.606 3.162
H 1.288 -2.562 0.945
H 4.002 1.031 4.669
H -1.603 -0.209 2.535
H -0.747 -2.452 -4.283
H 2.144 2.439 0.172
C 2.556 -0.572 -3.055
H 3.751 -0.213 3.481
H -0.501 -4.456 -2.049
C 3.908 -0.763 0.399
H -4.554 0.196 0.500
O 3.690 0.574 0.287
H -2.640 4.434 0.409
H -3.753 0.293 3.220
H -0.293 0.222 0.540
H -4.025 0.298 -2.520
H 0.153 0.179 3.632
N 2.010 -1.622 -2.464
C -0.958 -2.834 -3.295
H 2.609 3.304 4.501
H 3.375 2.025 2.644
H -0.526 3.764 -2.761
O 1.794 3.317 -1.649
H -2.667 -2.425 -0.149
H -3.179 -0.816 4.437
C -3.366 -1.036 -0.969
H 3.484 -0.062 -4.786
H -1.337 2.588 3.707
H -0.157 0.119 -1.230
H -3.264 0.919 4.799
H 3.552 -1.293 -0.506
H -0.562 2.166 -1.903
H 1.496 4.052 0.266
H 1.447 -1.450 -1.588
C -1.656 0.413 3.392
H 2.015 -2.246 3.532
C -0.301 -4.177 -3.095
H -2.299 0.393 -2.210
H 1.891 2.421 -2.031
O -3.030 4.312 -2.084
H 2.544 -0.002 4.688
O 0.278 -1.539 -0.251
C 1.249 -2.797 2.997
H 4.094 0.960 -0.493
H -1.473 3.169 0.312
C 1.450 3.170 -0.303
H 5.012 -0.954 0.417
H 2.225 0.526 1.726
H -0.661 -2.132 -2.503
H -3.147 -0.887 -3.132
H -3.465 3.862 -2.810
C 0.316 -0.128 -0.314
O 1.651 -3.094 1.676
H -2.860 0.653 0.136
H 0.282 -2.290 3.137
H -0.502 -6.176 -3.729
C -3.201 -0.272 -2.224
C 1.887 2.678 4.024
C -1.399 1.859 2.951
H 1.133 -3.721 3.575
H 1.915 -2.603 -2.802
H -1.082 4.736 -0.379
H -2.155 2.114 2.214
C 3.269 0.584 4.037
H 0.493 2.682 -0.138
H -2.914 2.507 -1.428
O 1.739 0.935 2.405
H -3.225 -0.648 1.166
O 2.295 0.714 -2.563
H 1.339 0.289 -0.362
C -1.178 2.980 -2.375
*
```

Output
Structure (SMILES) = NC(N)=O.CC(C)O.CC(C)O.CC(C)O.CC(C)O.CC(C)O.CO.CO.CO.CO
HOMO-LUMO gap = 9.2 eV
Energy relative to the best compared isomer or geometry (same formula, charge and spin) = 0.0 kcal/mol

Charges computed using Mulliken, reported in e:
1. H 0.42
2. O -0.70
3. N -0.40
4. O -0.50
5. H 0.49
6. C -1.57
7. H 0.38
8. H 0.02
9. C -0.95
10. H 0.02
11. H 0.27
12. C 0.94
13. H -0.24
14. H 0.32
15. H 0.32
16. O -0.42
17. C -0.87
18. C -1.58
19. H 0.19
20. H 0.37
21. H 0.23
22. C 0.98
23. H 0.35
24. H 0.46
25. H -0.34
26. H 0.45
27. H 0.05
28. C 0.27
29. H 0.30
30. H 0.07
31. C -0.25
32. H 0.37
33. O -0.48
34. H 0.36
35. H 0.34
36. H -0.43
37. H 0.51
38. H -0.02
39. N 0.13
40. C -1.19
41. H 0.51
42. H 0.38
43. H 0.34
44. O -0.64
45. H 0.29
46. H 0.39
47. C 0.53
48. H 0.33
49. H 0.59
50. H 1.45
51. H 0.38
52. H 0.00
53. H -0.10
54. H 0.60
55. H -0.41
56. C 1.44
57. H 0.15
58. C 0.69
59. H 0.09
60. H 0.57
61. O -0.53
62. H 0.19
63. O -0.12
64. C -0.42
65. H 0.35
66. H -0.20
67. C -0.11
68. H 0.34
69. H -1.01
70. H 0.04
71. H 0.37
72. H 0.43
73. C -0.89
74. O -0.61
75. H -0.10
76. H 0.04
77. H 0.44
78. C -1.45
79. C -1.47
80. C -0.88
81. H 0.37
82. H 0.26
83. H 0.38
84. H 0.31
85. C -1.53
86. H -0.43
87. H -0.02
88. O 1.02
89. H 0.31
90. O -0.61
91. H 0.37
92. C -1.11

---

E_HOMO readings, ordered: -9.22, -9.04 eV
F_max readings, ordered: 12.0, 11.0 eV/A